{"formula": "C19H19BrN3O3PPbS2", "method": "ωB97M-V/def2-TZVPD", "species": ["Pb", "C", "C", "O", "P", "S", "S", "O", "C", "C", "H", "H", "H", "H", "H", "H", "H", "H", "H", "H", "Br", "C", "C", "C", "C", "C", "C", "N", "N", "C", "C", "C", "C", "O", "C", "N", "C", "C", "C", "C", "H", "H", "H", "H", "H", "H", "H", "H", "H"], "xyz": [[-0.091604, 0.235651, 1.612666], [4.336287, 5.039137, 0.216570], [2.990233, 4.506249, 0.653843], [3.091376, 3.086600, 0.876308], [2.297068, 2.067395, -0.059114], [2.725972, 0.239526, 0.525320], [0.361520, 2.531697, -0.173346], [2.991865, 2.420672, -1.459696], [2.525867, 1.812831, -2.677362], [2.409619, 2.882948, -3.733492], [4.324174, 6.131266, 0.205111], [4.586068, 4.674512, -0.780240], [5.111746, 4.706316, 0.908265], [2.219077, 4.710013, -0.090024], [2.671785, 4.947868, 1.597162], [1.560707, 1.335597, -2.508765], [3.246528, 1.044922, -2.958617], [1.667725, 3.625332, -3.437318], [2.095247, 2.434837, -4.678855], [3.367354, 3.382842, -3.887222], [-7.118485, -3.273593, -5.865166], [-6.144602, -4.083557, -4.439575], [-4.798352, -3.788830, -4.269830], [-4.097360, -4.365391, -3.224840], [-4.721423, -5.254430, -2.327181], [-6.073157, -5.546811, -2.546146], [-6.785301, -4.961708, -3.584177], [-4.042652, -5.990038, -1.348856], [-3.010133, -5.507224, -0.709099], [-2.857908, -4.179527, -0.426251], [-3.883382, -3.211812, -0.339437], [-3.641730, -1.937153, 0.140031], [-2.377143, -1.515849, 0.572169], [-2.156772, -0.290314, 1.060358], [-1.329912, -2.442952, 0.491712], [-0.087493, -2.019871, 0.896487], [0.951659, -2.849236, 0.794284], [0.831404, -4.136777, 0.312539], [-0.422097, -4.592147, -0.099685], [-1.534081, -3.765726, -0.009104], [-4.302067, -3.114139, -4.955303], [-3.047006, -4.141248, -3.093331], [-6.556888, -6.252331, -1.880972], [-7.832467, -5.193302, -3.730516], [-4.890773, -3.489517, -0.607750], [-4.453835, -1.222790, 0.221083], [1.912703, -2.456692, 1.108130], [1.707635, -4.767924, 0.247397], [-0.560300, -5.590020, -0.495865]], "atomic_forces_ev_per_a": [[-0.3, -0.1, 0.3], [0.0, 0.0, 0.0], [0.1, -0.1, -0.1], [0.0, 0.1, 0.1], [0.0, -0.1, 0.0], [0.0, -0.1, 0.0], [-0.1, -0.1, 0.0], [0.1, 0.1, -0.2], [0.0, 0.0, 0.1], [0.0, 0.0, -0.1], [0.0, 0.0, 0.0], [0.0, 0.0, 0.0], [0.0, 0.0, 0.0], [0.0, 0.0, 0.0], [0.0, 0.0, 0.1], [0.0, 0.0, 0.0], [0.0, 0.0, 0.0], [0.0, 0.0, 0.0], [0.0, 0.0, 0.0], [0.0, 0.0, 0.0], [0.0, 0.0, 0.0], [0.1, 0.0, 0.0], [0.0, -0.1, 0.1], [0.0, 0.0, 0.0], [0.2, -0.1, 0.2], [-0.2, 0.0, -0.1], [0.0, -0.1, 0.1], [-0.1, 0.2, -0.1], [-0.1, 0.2, -0.2], [-0.1, -0.2, 0.0], [0.1, -0.1, 0.0], [0.1, 0.1, 0.1], [-0.3, 0.1, 0.0], [0.2, 0.1, -0.1], [0.2, 0.0, 0.0], [0.1, -0.1, -0.2], [0.0, 0.1, 0.1], [-0.1, -0.1, -0.1], [0.1, 0.0, 0.1], [-0.1, 0.1, 0.0], [0.0, 0.0, 0.0], [0.0, 0.0, 0.0], [0.0, 0.0, 0.0], [0.0, 0.0, 0.0], [-0.1, 0.0, 0.0], [0.0, 0.0, 0.0], [0.0, 0.0, 0.0], [0.0, 0.0, 0.0], [0.0, 0.0, 0.0]], "nbo_charge": [1.27, -0.63, -0.06, -0.83, 1.68, -0.66, -0.69, -0.85, -0.07, -0.62, 0.20, 0.22, 0.21, 0.19, 0.18, 0.20, 0.18, 0.22, 0.21, 0.20, -0.01, -0.13, -0.22, -0.27, 0.20, -0.26, -0.24, -0.33, -0.26, 0.03, -0.25, -0.23, 0.25, -0.87, 0.08, -0.60, 0.06, -0.31, -0.15, 0.00, 0.22, 0.22, 0.21, 0.21, 0.22, 0.21, 0.20, 0.21, 0.24], "multiplicity": 2, "homo_lumo_gap_ev": [4.8, 5.9], "homo_energy_ev": [-2.5698, -3.8762], "total_energy_ha": -5030.1652, "charge": -1}



{"formula": "C19H19CaIN3O2P", "method": "ωB97M-V/def2-TZVPD", "species": ["Ca", "O", "C", "O", "C", "C", "C", "N", "C", "C", "C", "C", "C", "C", "C", "N", "C", "C", "C", "C", "C", "N", "H", "H", "H", "H", "H", "H", "H", "H", "H", "H", "I", "C", "P", "C", "C", "H", "H", "H", "H", "H", "H", "H", "H", "H"], "xyz": [[1.101162, 0.663810, -0.247667], [-4.319799, -0.566889, 4.554650], [-3.370955, -1.351244, 4.400449], [-3.101944, -2.453580, 4.902262], [-2.316323, -0.859201, 3.371688], [-2.474129, 0.351600, 2.713876], [-1.527892, 0.758745, 1.779361], [-0.456367, 0.006075, 1.496463], [-0.302098, -1.156183, 2.142820], [-1.200255, -1.617582, 3.080570], [0.923889, -1.934913, 1.800256], [1.242177, -3.131074, 2.435624], [2.413452, -3.782265, 2.093184], [3.246757, -3.233276, 1.131135], [2.857466, -2.049170, 0.538092], [1.721771, -1.419755, 0.852857], [-1.626265, 2.052359, 1.041540], [-2.641098, 2.970684, 1.286563], [-2.649526, 4.163068, 0.584871], [-1.649626, 4.422103, -0.341447], [-0.679917, 3.457631, -0.535392], [-0.669634, 2.297918, 0.127484], [-3.355309, 0.926313, 2.961315], [-1.093169, -2.555447, 3.607584], [0.592486, -3.542424, 3.192284], [2.676694, -4.710917, 2.582164], [4.176237, -3.707428, 0.851391], [3.478066, -1.570431, -0.212358], [-3.406512, 2.764654, 2.018144], [-3.430405, 4.889445, 0.767806], [-1.618487, 5.349309, -0.894899], [0.132072, 3.613722, -1.238025], [3.527050, 2.191958, -0.883757], [-0.277753, -1.065700, -3.961369], [0.960426, 0.013439, -3.161860], [2.537573, -0.725164, -3.705696], [0.903679, 1.523458, -4.184622], [-0.079843, -1.166101, -5.030073], [-1.276314, -0.650680, -3.824316], [-0.256090, -2.054527, -3.502922], [2.563481, -0.819967, -4.793033], [2.667074, -1.713652, -3.263235], [3.355963, -0.085984, -3.373429], [1.038394, 1.279604, -5.240172], [1.709653, 2.183557, -3.861183], [-0.045814, 2.044103, -4.058979]], "atomic_forces_ev_per_a": [[0.0, 0.1, 0.2], [0.0, 0.0, 0.0], [-0.1, 0.0, 0.1], [0.0, 0.0, 0.0], [-0.1, 0.2, 0.0], [0.1, 0.1, -0.2], [-0.2, -0.1, 0.2], [0.0, 0.0, 0.0], [0.4, -0.2, -0.1], [-0.1, -0.1, 0.1], [0.0, 0.0, 0.0], [0.1, 0.0, 0.0], [0.0, 0.0, 0.0], [0.0, 0.0, 0.0], [0.0, 0.0, 0.0], [0.1, 0.0, 0.0], [0.1, -0.1, -0.1], [0.1, 0.0, -0.1], [0.0, 0.0, 0.0], [-0.1, 0.0, 0.0], [-0.1, 0.0, 0.0], [-0.1, 0.1, 0.1], [0.0, 0.0, 0.0], [0.0, 0.0, 0.0], [0.0, 0.0, 0.0], [0.0, 0.0, 0.0], [0.0, 0.0, 0.0], [0.0, 0.0, 0.0], [0.0, 0.0, 0.0], [0.0, 0.0, 0.0], [0.0, 0.0, 0.0], [0.0, 0.0, 0.0], [-0.1, 0.0, 0.0], [0.0, 0.0, -0.1], [0.0, 0.0, 0.1], [0.0, 0.0, 0.0], [0.0, 0.0, 0.0], [0.0, 0.0, 0.0], [0.0, 0.0, 0.0], [0.0, 0.0, 0.0], [0.0, 0.0, 0.0], [0.0, 0.0, 0.0], [0.0, 0.0, 0.0], [0.0, 0.0, 0.0], [0.0, 0.0, 0.0], [0.0, 0.0, 0.0]], "nbo_charge": [1.68, -0.73, 0.73, -0.73, -0.02, -0.22, 0.23, -0.62, 0.23, -0.23, 0.17, -0.22, -0.13, -0.26, 0.06, -0.56, 0.17, -0.22, -0.13, -0.26, 0.06, -0.56, 0.25, 0.25, 0.24, 0.23, 0.23, 0.21, 0.24, 0.23, 0.23, 0.21, -0.86, -0.94, 0.72, -0.94, -0.94, 0.23, 0.24, 0.24, 0.23, 0.24, 0.27, 0.23, 0.26, 0.24], "homo_lumo_gap_ev": 7.0, "homo_energy_ev": -7.9524, "total_energy_ha": -2367.0168, "de_lowest_kcal_mol": 0.0}



{"formula": "C19H19Cl2N3O2", "method": "ωB97M-V/def2-TZVPD", "species": ["C", "C", "O", "N", "C", "H", "C", "N", "C", "C", "C", "C", "C", "C", "H", "H", "N", "C", "O", "C", "C", "C", "C", "C", "C", "Cl", "Cl", "H", "H", "H", "H", "H", "H", "C", "H", "C", "H", "H", "H", "H", "H", "H", "H", "H", "H"], "xyz": [[0.024818, -6.345454, -1.425114], [1.059413, -5.387971, -0.871898], [2.236442, -5.684535, -0.802945], [0.607644, -4.186025, -0.432837], [-0.729648, -3.656578, -0.557517], [-1.082869, -3.365659, 0.439914], [-0.687845, -2.415859, -1.468777], [0.228323, -1.417110, -0.969971], [-0.197914, -0.436718, -0.087199], [0.648702, 0.631353, 0.235748], [0.239004, 1.659521, 1.056551], [-1.054110, 1.681676, 1.569418], [-1.900894, 0.620471, 1.271268], [-1.484508, -0.417321, 0.463632], [-2.182097, -1.216596, 0.271091], [-2.902501, 0.609485, 1.676725], [-1.520590, 2.715794, 2.395374], [-1.280142, 4.048629, 2.335083], [-1.722073, 4.808300, 3.172129], [-0.441105, 4.542357, 1.192339], [0.708577, 5.270216, 1.477565], [1.491928, 5.775658, 0.456444], [1.127759, 5.572157, -0.863007], [-0.034170, 4.876015, -1.157835], [-0.828477, 4.366757, -0.134009], [-2.294755, 3.550893, -0.521660], [-0.494448, 4.642826, -2.800887], [1.730290, 5.958076, -1.669737], [2.387229, 6.332148, 0.685233], [0.976261, 5.427895, 2.511029], [-2.204367, 2.452238, 3.095310], [0.930807, 2.451518, 1.296049], [1.645822, 0.673031, -0.172757], [1.562219, -1.972904, -0.858492], [1.897032, -2.269989, -1.857794], [1.552047, -3.203752, 0.059728], [1.259076, -2.900450, 1.072105], [2.535637, -3.674301, 0.088714], [2.257141, -1.236144, -0.463406], [-0.324598, -2.724081, -2.456304], [-1.681014, -1.986549, -1.594137], [-1.409662, -4.399811, -0.966808], [-0.431942, -5.944939, -2.327561], [-0.748332, -6.550306, -0.688217], [0.531889, -7.273958, -1.672579]], "atomic_forces_ev_per_a": [[0.2, -0.1, 0.0], [-0.2, -0.2, 0.0], [0.3, -0.2, -0.1], [0.0, 0.3, 0.2], [-0.2, 0.2, -0.3], [-0.1, 0.0, -0.1], [-0.2, -0.2, 0.2], [0.0, -0.1, -0.5], [-0.2, 0.4, 0.2], [0.0, -0.1, 0.0], [-0.1, -0.1, 0.2], [0.2, -0.4, -0.2], [0.2, 0.3, 0.1], [0.1, -0.2, -0.1], [0.0, -0.1, 0.0], [-0.1, 0.0, 0.0], [-0.3, -0.3, 0.5], [0.0, 0.0, 0.0], [0.0, 0.2, 0.1], [0.0, 0.3, -0.2], [-0.2, -0.1, 0.0], [0.0, 0.0, 0.0], [-0.1, -0.1, 0.0], [0.0, 0.0, 0.1], [0.1, 0.1, 0.0], [-0.1, 0.1, -0.1], [0.1, 0.1, -0.2], [0.0, 0.0, -0.1], [0.1, 0.0, 0.0], [0.0, 0.0, 0.1], [0.1, 0.2, 0.0], [0.1, 0.0, 0.0], [0.1, 0.0, -0.1], [0.2, -0.2, 0.3], [0.1, 0.0, 0.1], [0.4, 0.1, -0.1], [0.0, 0.0, 0.0], [-0.1, 0.1, 0.1], [0.0, 0.0, -0.1], [-0.1, 0.0, 0.0], [0.0, 0.0, 0.0], [0.0, 0.0, 0.0], [-0.1, 0.0, 0.0], [-0.1, 0.0, 0.0], [0.0, 0.0, 0.0]], "nbo_charge": [-0.71, 0.69, -0.63, -0.45, -0.23, 0.20, -0.22, -0.43, 0.16, -0.23, -0.22, 0.11, -0.21, -0.22, 0.20, 0.21, -0.60, 0.67, -0.59, -0.18, -0.17, -0.20, -0.21, -0.10, 0.05, 0.04, 0.04, 0.23, 0.22, 0.23, 0.41, 0.22, 0.21, -0.21, 0.20, -0.24, 0.19, 0.25, 0.21, 0.20, 0.21, 0.22, 0.22, 0.22, 0.25], "homo_lumo_gap_ev": 8.2, "homo_energy_ev": -7.6550, "total_energy_ha": -1970.5954, "de_lowest_kcal_mol": 7.8, "smiles": "CC(=O)N1CCN(c2ccc(NC(=O)c3cccc(Cl)c3Cl)cc2)CC1"}



{"formula": "C19H19ClCrIN2O8Te", "method": "ωB97M-V/def2-TZVPD", "species": ["Cr", "C", "C", "N", "O", "C", "C", "N", "O", "H", "H", "H", "H", "H", "H", "H", "I", "C", "C", "C", "C", "C", "C", "C", "O", "O", "H", "H", "H", "H", "O", "Cl", "O", "O", "O", "C", "Te", "C", "C", "C", "C", "C", "C", "C", "H", "H", "H", "H", "H", "H", "H", "H"], "xyz": [[-0.588390, 1.424048, -1.508829], [3.212410, 3.348048, -1.601429], [1.749310, 3.026248, -1.656029], [1.307310, 1.750948, -1.759229], [2.220910, 0.743748, -1.348129], [0.710010, 3.957948, -1.605329], [0.862810, 5.451648, -1.666729], [-0.478290, 3.375548, -1.513029], [-1.606290, 3.947048, -1.514529], [3.785810, 2.446248, -1.808029], [3.492710, 3.730748, -0.617729], [3.473310, 4.102348, -2.342529], [2.182010, 0.755648, -0.375729], [1.907510, 5.742848, -1.630129], [0.332410, 5.905448, -0.829129], [0.413710, 5.829148, -2.584629], [-1.590390, 0.832448, 7.334071], [-1.419690, 0.702048, 5.220371], [-0.498890, 1.513148, 4.568571], [-0.379590, 1.424148, 3.201871], [-1.167190, 0.522348, 2.469471], [-2.071690, -0.301252, 3.158471], [-2.204690, -0.209652, 4.525271], [-1.082190, 0.475748, 1.001671], [-1.697690, -0.385652, 0.343671], [-0.316990, 1.344848, 0.436971], [0.106710, 2.213448, 5.129471], [0.317510, 2.050548, 2.664071], [-2.666790, -1.001752, 2.593571], [-2.915690, -0.826252, 5.054171], [-2.054590, -0.565552, -3.352029], [-2.353190, 0.824548, -3.197529], [-3.397490, 1.165648, -4.080429], [-1.175190, 1.568848, -3.543829], [-2.728590, 1.100348, -1.864829], [1.134610, -2.027952, -0.068829], [0.150310, -1.170152, -1.819929], [-1.118590, -2.902052, -1.518029], [-0.249390, -3.931452, -0.875129], [-0.495590, -5.291752, -0.984229], [0.316810, -6.213452, -0.343629], [1.383010, -5.776852, 0.421471], [1.645410, -4.420352, 0.522971], [0.847310, -3.493652, -0.130429], [0.690310, -1.596152, 0.832371], [2.208110, -1.843152, -0.048329], [-1.546290, -3.243952, -2.458029], [-1.931690, -2.613052, -0.850729], [-1.331190, -5.628052, -1.579929], [0.117210, -7.269852, -0.445729], [2.014410, -6.490052, 0.932171], [2.484310, -4.073752, 1.112071]], "atomic_forces_ev_per_a": [[1.1, 1.0, 1.8], [-0.2, -0.1, 0.1], [0.2, 0.7, 0.5], [0.1, -0.9, -1.3], [0.3, 0.1, 0.6], [1.1, 0.5, -0.1], [-0.3, -0.5, 0.0], [-0.6, -0.8, 0.2], [-0.5, 1.0, 0.0], [0.1, 0.1, 0.0], [0.1, 0.0, 0.0], [0.0, 0.1, 0.0], [0.1, 0.0, -0.1], [0.1, 0.0, 0.0], [0.0, 0.1, 0.0], [0.0, 0.2, -0.1], [0.0, 0.0, -0.5], [0.1, 0.0, 0.3], [-0.1, 0.0, 0.6], [-0.3, -0.4, -0.8], [-0.1, 0.1, 1.5], [0.4, 0.4, -0.7], [0.1, 0.2, 0.5], [-0.3, -1.0, -1.7], [-0.1, 0.6, 1.4], [-0.1, 0.1, 0.3], [0.0, 0.0, 0.0], [0.0, 0.1, 0.0], [-0.1, 0.0, -0.1], [0.0, -0.1, 0.0], [0.0, -0.9, 0.0], [-2.7, -1.7, -4.0], [-0.6, 0.4, -0.4], [1.5, 0.9, 0.3], [0.1, 0.6, 2.3], [-0.2, 0.4, -0.1], [1.0, -1.8, -0.1], [-0.3, 0.5, 0.0], [0.2, 0.1, 0.0], [0.0, 0.0, 0.0], [-0.1, 0.0, 0.0], [0.1, 0.0, 0.1], [0.1, 0.0, 0.0], [0.0, -0.1, -0.1], [0.0, 0.1, -0.1], [0.0, 0.1, -0.2], [0.1, 0.1, -0.1], [0.0, 0.1, 0.0], [-0.1, -0.1, -0.1], [0.0, -0.1, 0.0], [0.1, -0.1, 0.0], [0.1, 0.0, 0.0]], "nbo_charge": [1.03, -0.66, 0.13, -0.33, -0.59, 0.04, -0.64, -0.10, -0.52, 0.23, 0.21, 0.21, 0.45, 0.20, 0.22, 0.22, 0.10, -0.11, -0.27, -0.15, -0.14, -0.14, -0.27, 0.75, -0.69, -0.73, 0.22, 0.24, 0.24, 0.22, -0.85, 2.59, -0.82, -0.79, -0.77, -0.70, 0.74, -0.66, -0.06, -0.20, -0.22, -0.22, -0.24, 0.06, 0.22, 0.22, 0.23, 0.25, 0.20, 0.20, 0.20, 0.20], "multiplicity": 5, "homo_lumo_gap_ev": [4.6, 6.5], "homo_energy_ev": [-2.6800, -4.6044], "total_energy_ha": -3516.9676, "charge": -1, "de_lowest_kcal_mol": 38.0}